(1)
Density functional theory data (ωB97M-V/def2-TZVPD) for 2 unconnected molecules or ions with the total composition CH3FOS.

Results
Calculated total energy   -16681.5844 eV
Lowest unoccupied orbital energy (spin up / spin down)   -1.3 / -1.8 eV
ΔE to the lowest compared entry with this formula, charge and spin   3.903 eV
HOMO (spin up / spin down)   -10.06 / -11.17 eV

Geometry as XYZ:
```
7
CH3FOS (ωB97M-V/def2-TZVPD)
C 0.045 -0.038 0.942
O -0.773 -0.162 -1.552
F 0.752 -0.115 -2.524
S -0.741 0.879 -0.455
H 0.760 -0.650 0.489
H -0.781 -0.567 1.481
H 0.738 0.654 1.620
```

Mulliken atomic charge list, values in e, 6 entries: number 1, C, carries -0.708; number 2, O, carries -0.229; number 3, F, carries -0.322; number 4, S, carries 0.413; number 5, H, carries 0.274; number 6, H, carries 0.269

(2)
Density functional theory data (ωB97M-V/def2-TZVPD) for C2H4FNO2 in the gas phase.

Results
Calculated total energy   -10437.5640 eV
Lowest unoccupied orbital energy   0.0 eV
ΔE to the lowest compared entry with this formula, charge and spin   3.974 eV
SMILES   C[C@@H](F)[N+](=O)[O-]
HOMO   -11.53 eV

Geometry as XYZ:
```
10
C2H4FNO2 (ωB97M-V/def2-TZVPD)
C 1.153 0.167 0.371
C -0.101 -0.321 -0.432
F -0.253 -1.697 -0.256
N -1.320 0.310 0.010
O -1.760 1.168 -0.692
O -1.815 -0.041 1.054
H 1.986 -0.100 -0.348
H 1.116 -0.479 1.387
H 0.944 1.293 0.564
H 0.050 -0.300 -1.656
```

Mulliken atomic charge list, values in e, 6 entries: number 1, C, carries -0.833; number 2, C, carries 0.156; number 3, F, carries -0.280; number 4, N, carries 0.887; number 5, O, carries -0.531; number 6, O, carries -0.511